A molecular structure, C50H105N5O15, computed with ωB97M-V/def2-TZVPD.

Output
E_LUMO in eV: -0.653
F_max in Eh/bohr: 0.1397
Charge: 0
Multiplicity: 1
Relative energy (zero: lowest compared OMol25 entry of this formula, charge and spin) in eV: 0.0000

CARTESIAN COORDINATES (ANGSTROEM)
O  1.2236  -1.9615  4.8364
O  2.7170  -1.8956  6.4877
O  2.5476  -3.5971  5.0854
O  0.5810  0.6689  0.2712
O  4.9747  0.9842  -5.5952
O  -1.0515  -0.7133  -0.4412
O  5.2281  2.5781  1.7602
O  3.4674  1.8539  2.7290
O  4.5246  3.5049  3.6000
O  -5.6773  -2.4589  3.0803
O  4.8807  2.6465  -4.0509
O  -3.5204  -1.9295  3.0323
O  3.1885  2.0444  -4.9258
O  -4.1976  -3.8938  2.5208
O  -0.1726  0.7402  -1.7706
N  -4.8768  0.3204  -1.4536
N  1.2819  1.7924  6.4457
N  -1.0007  -5.2512  0.3774
N  2.0733  -1.9724  -5.0429
N  2.4312  3.9654  -1.3446
C  -6.3240  0.1497  -1.9740
C  0.2658  -0.1348  -5.6628
C  -0.9111  -1.0774  -5.3927
C  -4.9955  2.9630  -1.1148
C  3.3824  -1.5156  -1.2935
C  -4.5511  -0.8135  -0.4593
C  0.1146  -6.1154  -0.2046
C  3.4501  6.2484  -2.1444
C  2.2536  -2.4916  5.4759
C  3.5439  2.8123  7.2242
C  2.8134  1.9521  6.1614
C  -2.2905  -6.0983  0.5191
C  0.8143  3.5054  -3.2960
C  0.8445  -2.8842  -4.8850
C  -6.0753  -2.4363  -1.6115
C  3.2397  -2.7540  -5.6128
C  -1.5571  -7.5231  -1.5838
C  -3.8867  0.4047  -2.6672
C  -1.2695  -4.0902  -0.5919
C  0.7797  -4.1189  1.9555
C  -6.5100  -1.2815  -2.5273
C  1.3915  4.1271  7.7540
C  0.9431  -2.6560  1.4239
C  4.4184  2.7020  2.6952
C  4.4057  1.8470  -4.9207
C  -4.6179  -2.1584  -1.1615
C  -4.6962  1.5859  -0.5428
C  -2.6577  -6.7793  -0.8573
C  -4.5021  -2.7700  2.8290
C  3.4762  6.7907  -0.6523
C  -0.2239  0.2361  -0.6453
C  -0.2945  -6.7218  -1.6525
C  -0.7581  0.7825  5.2258
C  0.5781  3.1579  6.8138
C  2.5518  4.5766  0.1154
C  0.6894  1.3180  5.0849
C  2.4303  6.1070  0.1736
C  2.9691  2.5557  -1.3373
C  -1.4467  0.8756  3.9207
C  1.6108  -0.8401  -6.0814
C  1.0949  0.8182  7.7463
C  -0.4688  -2.2916  -4.5538
C  2.9990  -2.0889  -2.5897
C  -0.6680  3.3583  -3.6987
C  2.9275  4.1789  7.3115
C  -5.1581  4.0208  -0.0331
C  3.4872  4.7514  -2.2348
C  -0.6157  -4.7416  1.7870
C  0.9944  4.0413  -1.8734
C  2.4633  -1.2285  -3.7115
H  -2.8325  0.3241  -2.4020
H  -2.0890  -6.9534  1.1643
H  -0.5500  -0.2711  5.4122
H  -0.7812  2.6398  -4.5106
H  1.4428  -2.5776  4.1336
H  3.0920  -2.9403  -6.6765
H  -1.1930  2.8375  -2.8979
H  4.5781  2.7260  6.8912
H  3.3460  -3.6202  -4.9597
H  0.0684  0.5153  7.9528
H  2.4966  6.5355  -2.5876
H  -6.0090  3.8201  0.6178
H  -1.4222  -4.1109  2.1611
H  -2.1512  0.0439  3.9116
H  -5.1979  1.4080  0.4084
H  3.8875  1.2948  2.0713
H  2.2670  -2.8668  -2.3725
H  1.4511  6.4641  -0.1454
H  2.9687  4.7310  6.3725
H  -1.8169  -7.6461  -2.6353
H  0.0224  0.6373  -6.3927
H  -1.3360  1.2718  6.0098
H  1.3120  3.8058  8.7926
H  3.0655  2.1577  -2.3475
H  -3.2544  -6.0899  -1.4545
H  1.0364  -5.5377  -0.2734
H  3.2225  0.9420  6.1801
H  -4.1012  -0.3875  -3.3845
H  1.7538  -0.0464  7.6668
H  3.4670  2.3111  8.1891
H  1.2649  4.2403  -3.9631
H  -6.8352  -2.3212  -0.8386
H  -6.0187  -1.4053  -3.4923
H  2.3098  6.3678  1.2251
H  4.2802  6.5421  -2.7869
H  -4.1740  -1.3207  3.3839
H  0.7830  2.1788  4.4228
H  1.8040  4.0347  0.6944
H  -7.0070  0.3554  -1.1497
H  -5.9284  3.1226  -1.6554
H  -7.5498  -1.3436  -2.8482
H  -4.2060  3.2473  -1.8105
H  -1.2454  -3.0487  -4.4458
H  -1.9269  -4.2852  -1.4392
H  1.3559  0.5099  4.7836
H  3.7836  -2.7576  -2.9437
H  1.5010  -1.4318  -6.9902
H  -0.6064  -5.6168  2.4366
H  -0.0074  -2.1770  1.6587
H  -1.9276  1.8529  3.9600
H  3.9446  2.8481  -4.1196
H  -4.0558  1.4215  -3.0215
H  0.7484  5.1020  -1.9234
H  -3.6663  1.4669  -0.2062
H  1.5789  -0.7841  -3.2551
H  0.7319  -3.4795  -5.7911
H  0.9842  -3.6867  -4.1607
H  -1.4128  -8.5192  -1.1654
H  -3.5272  -0.5175  -0.2311
H  3.5415  4.3379  0.5047
H  -5.2228  5.0799  -0.2825
H  -0.2781  -3.7025  -0.8261
H  -3.1089  -5.5139  0.9395
H  -0.4530  -5.8278  -2.2557
H  1.5519  -4.8023  1.6020
H  0.5723  0.4761  -4.8136
H  -1.1014  4.3388  -3.8958
H  3.1307  -0.4616  -4.1047
H  3.3083  7.8625  -0.5466
H  -0.5095  -1.8221  -3.5709
H  4.3551  -1.0556  -1.4674
H  -1.8149  -3.2961  -0.0821
H  2.9244  2.3349  5.1468
H  -6.1719  -3.3958  -2.1194
H  -1.3293  -1.3588  -6.3592
H  -3.4014  -7.5575  -0.6860
H  3.3538  4.4496  -3.2736
H  1.0405  5.1376  7.5447
H  0.4295  3.6877  5.8729
H  -5.1546  -0.8447  0.4478
H  3.4785  4.7914  8.0252
H  1.3941  1.4989  8.5433
H  -4.3847  3.9119  0.7272
H  3.6781  -2.2963  -0.5927
H  -4.0614  -2.2206  -2.0966
H  -6.3876  0.8264  -2.8261
H  2.7863  -0.7376  -0.8164
H  2.4081  -0.1107  -6.2239
H  3.9694  2.6910  -0.9261
H  4.4635  6.5921  -0.2352
H  2.4678  1.8047  -0.7266
H  1.1450  -2.7384  0.3559
H  -0.3614  2.9317  7.3181
H  1.2731  2.5320  -3.4693
H  -0.7342  0.7400  3.1070
H  0.9336  -4.1753  3.0331
H  0.2488  -6.9219  0.5162
H  1.6354  -1.9453  1.8751
H  -4.3636  -3.0036  -0.5219
H  -1.7249  -0.5980  -4.8487
H  0.1316  0.1011  0.9015
H  0.4692  -7.3078  -2.1640
H  4.4961  4.5431  -1.8787
H  4.1052  -2.1937  -5.2591
H  0.4768  3.5248  -1.0649